Record 1
{
  "formula": "C5H9NO2",
  "method": "ωB97M-V with the def2-TZVPD basis set",
  "smiles": "CC1=C(O)N1[C@@H](C)O",
  "lumo_energy_ev": [0.40, 0.20],
  "symbols": ["C", "C", "C", "O", "N", "C", "C", "O", "H", "H", "H", "H", "H", "H", "H", "H", "H"],
  "xyz": [[-1.0772, 0.5820, -1.9436], [-1.3740, 0.5653, -0.4965], [-0.8904, 1.2836, 0.5305], [0.1644, 2.1421, 0.4132], [-0.7669, -0.0849, 0.5325], [0.5508, -0.7906, 0.2745], [1.3029, -0.9234, 1.5873], [0.2372, -2.0811, -0.2061], [-1.9591, 0.9347, -2.4878], [-0.8366, -0.4220, -2.3053], [-0.2449, 1.2494, -2.1869], [-0.0846, 2.9259, 0.9320], [1.1807, -0.2932, -0.4714], [1.5886, 0.0553, 1.9835], [0.6924, -1.4355, 2.3394], [2.2104, -1.5221, 1.4503], [-0.6938, -2.1853, 0.0546]],
  "forces_ev_per_angstrom": [[-0.60, -0.25, -0.38], [-0.74, 1.57, -2.70], [-0.45, 2.68, -0.40], [-0.12, 1.21, 0.61], [2.30, -5.62, 2.62], [-0.27, 0.03, 0.79], [0.15, 0.19, 0.28], [-0.74, 0.33, -0.19], [0.17, -0.03, -0.05], [-0.08, 0.09, 0.04], [-0.01, 0.10, 0.16], [0.52, -0.26, -0.20], [-0.21, 0.10, -0.07], [-0.02, -0.05, -0.07], [-0.06, 0.13, -0.23], [-0.17, 0.15, -0.15], [0.32, -0.36, -0.07]],
  "nbo_charge": [-0.697, 0.174, 0.338, -0.710, -0.473, 0.224, -0.632, -0.719, 0.242, 0.236, 0.230, 0.499, 0.161, 0.213, 0.216, 0.220, 0.476]
}

=====

Record 2
{
  "formula": "C5H9NO2",
  "method": "ωB97M-V with the def2-TZVPD basis set",
  "lumo_energy_ev": -3.76,
  "symbols": ["C", "C", "C", "C", "N", "C", "O", "O", "H", "H", "H", "H", "H", "H", "H", "H", "H"],
  "xyz": [[0.2757, -1.1620, -0.8721], [-0.9187, 0.5019, 1.1285], [-1.8202, 0.8734, 0.1537], [-2.5048, 0.0132, -0.6656], [0.9503, -2.0481, -0.3289], [2.8830, 0.6987, 0.3912], [1.9755, 1.1754, -0.3230], [2.9261, -0.4665, 0.8683], [-0.4105, -1.3338, -1.7282], [0.4076, -0.0776, -0.5867], [-0.6539, 1.2631, 1.8412], [-0.7951, -0.5549, 1.3451], [-2.1158, 1.9066, -0.0048], [-2.6149, -1.0475, -0.4963], [-3.0749, 0.4090, -1.5044], [1.7782, -1.5371, 0.1235], [3.7122, 1.3862, 0.6586]],
  "forces_ev_per_angstrom": [[0.28, 0.43, 0.01], [-1.21, -0.34, 0.15], [-0.98, 0.26, -0.89], [-0.12, -0.20, 0.01], [0.56, 0.21, -0.84], [-0.37, -0.19, 0.15], [-0.21, 0.24, 0.12], [-0.08, 0.10, -0.13], [-0.60, -0.04, 0.41], [0.27, -0.21, -0.25], [0.86, -0.03, 0.03], [0.52, 0.23, -0.02], [0.75, 0.16, 0.09], [0.43, -0.17, 0.03], [-0.04, 0.00, 0.28], [-0.20, -0.26, 0.90], [0.15, -0.18, -0.03]],
  "nbo_charge": [-0.101, -0.004, -0.357, -0.100, -0.557, 0.635, -0.770, -0.739, 0.168, 0.216, 0.229, 0.232, 0.239, 0.214, 0.214, 0.420, 0.060]
}

=====

Record 3
{
  "formula": "C5H9NO2",
  "method": "ωB97M-V with the def2-TZVPD basis set",
  "smiles": "CN1C[C@@]1(C=O)CO",
  "lumo_energy_ev": 0.26,
  "symbols": ["C", "N", "C", "C", "C", "O", "C", "O", "H", "H", "H", "H", "H", "H", "H", "H", "H"],
  "xyz": [[-1.3261, 0.2806, -1.7113], [-1.0294, 0.5468, -0.2982], [0.0740, 1.2749, -0.0254], [0.1127, -0.1537, 0.2092], [1.0850, -0.7564, -0.5704], [1.3418, -0.5841, -1.8279], [0.1952, -0.7453, 1.6098], [-0.2974, 0.2429, 2.5802], [-0.5880, 0.8479, -2.3791], [-2.4163, 0.7439, -2.1478], [-1.3959, -0.8363, -1.9179], [0.0210, 2.1195, 0.6147], [0.6840, 1.1304, -0.9141], [1.6190, -1.6817, -0.0930], [-0.0827, -1.9058, 2.0650], [1.5033, -0.9067, 1.6641], [-1.3393, -0.0092, 2.1055]],
  "forces_ev_per_angstrom": [[-2.49, 1.03, -2.64], [-3.84, -2.35, -1.29], [2.34, 2.05, -1.50], [-1.28, -1.52, 4.07], [3.67, -4.47, -7.24], [-0.90, -0.13, 5.17], [4.19, -1.65, 3.23], [-4.46, -3.16, -3.77], [-0.82, -1.35, 0.82], [2.71, -1.18, 1.91], [0.36, 1.57, 0.17], [0.44, 0.27, 0.76], [0.69, 3.04, -0.31], [-0.64, 1.64, -0.64], [0.04, 3.14, -2.19], [-3.72, 0.90, 0.60], [3.71, 2.18, 2.85]],
  "nbo_charge": [-0.436, -0.374, -0.200, -0.150, 0.393, -0.549, -0.088, -0.696, 0.215, 0.203, 0.216, 0.234, 0.217, 0.155, 0.215, 0.169, 0.477]
}

=====

Record 4
{
  "formula": "C5H9NO2",
  "method": "ωB97M-V with the def2-TZVPD basis set",
  "smiles": "C/N=C/CC(=O)OC",
  "lumo_energy_ev": 0.81,
  "symbols": ["C", "N", "C", "C", "C", "O", "O", "C", "H", "H", "H", "H", "H", "H", "H", "H", "H"],
  "xyz": [[-1.4591, 2.0693, -0.5973], [-1.1257, 0.7182, -0.1709], [-0.5170, -0.0527, -1.0088], [-0.2319, -1.4118, -0.4412], [-0.3593, -1.1893, 1.0475], [-1.1291, -1.7785, 1.7871], [0.8161, -0.4983, 1.5821], [2.0942, -0.3761, 0.9765], [-1.3152, 2.2362, -1.6692], [-0.8367, 2.7884, -0.0585], [-2.5075, 2.2697, -0.3609], [-0.4974, 0.1219, -2.0933], [-1.0152, -2.1029, -0.7742], [0.7436, -1.7905, -0.7490], [2.7873, -0.0554, 1.7627], [2.4837, -1.3240, 0.5860], [2.0691, 0.3758, 0.1818]],
  "forces_ev_per_angstrom": [[-0.33, -0.16, -0.15], [1.49, 0.05, -1.59], [-2.22, 0.54, 0.98], [-0.57, 0.55, -0.34], [2.25, -2.19, 1.85], [1.61, 2.21, -1.48], [-2.26, -0.99, 0.64], [-0.38, -0.11, -0.32], [0.05, -0.06, -0.09], [-0.11, -0.14, 0.09], [0.15, 0.03, 0.09], [0.51, 0.29, 0.23], [0.23, 0.00, 0.08], [-0.03, -0.08, 0.22], [-0.33, 0.04, -0.14], [-0.20, 0.05, -0.03], [0.14, -0.04, -0.05]],
  "nbo_charge": [-0.436, -0.387, 0.113, -0.587, 0.856, -0.540, -0.572, -0.250, 0.171, 0.213, 0.211, 0.170, 0.252, 0.238, 0.206, 0.170, 0.171]
}

=====

Record 5
{
  "formula": "C5H9NO2",
  "method": "ωB97M-V with the def2-TZVPD basis set",
  "smiles": "CCN(O)C(C)=C=O",
  "lumo_energy_ev": 0.76,
  "symbols": ["C", "C", "N", "O", "C", "C", "C", "O", "H", "H", "H", "H", "H", "H", "H", "H", "H"],
  "xyz": [[2.1068, -0.6995, -0.1159], [0.7369, -1.3081, -0.3283], [-0.4724, -0.5280, 0.1605], [-1.3905, -1.2673, 0.9132], [-0.6158, 0.8499, 0.1865], [-1.9182, 1.4465, -0.2614], [0.3651, 1.5812, 0.6557], [1.1839, 2.2758, 1.1362], [2.8819, -1.4110, -0.4211], [2.2798, -0.4681, 0.9394], [2.2593, 0.1899, -0.7347], [0.7202, -2.2797, 0.1782], [0.5967, -1.5247, -1.3934], [-1.9690, -1.6735, 0.2437], [-2.7752, 0.8897, 0.1290], [-1.9726, 1.4407, -1.3556], [-2.0168, 2.4862, 0.0677]],
  "forces_ev_per_angstrom": [[0.15, 0.30, 0.05], [-1.23, 0.10, 0.31], [1.91, -1.67, -1.40], [-0.17, -0.24, 0.05], [-0.40, -0.02, 0.20], [0.01, 0.55, -0.55], [0.51, 1.25, 1.51], [-0.49, -0.71, -0.87], [-0.21, -0.03, 0.02], [0.00, 0.10, -0.16], [-0.05, 0.02, 0.25], [-0.31, 0.28, 0.09], [0.00, 0.08, -0.02], [0.14, 0.19, 0.38], [0.27, -0.01, 0.10], [-0.15, -0.03, 0.06], [0.01, -0.16, -0.02]],
  "nbo_charge": [-0.633, -0.219, -0.186, -0.558, -0.170, -0.611, 0.689, -0.467, 0.223, 0.216, 0.212, 0.211, 0.180, 0.459, 0.224, 0.209, 0.221]
}

=====

Record 6
{
  "formula": "C5H9NO2",
  "method": "ωB97M-V with the def2-TZVPD basis set",
  "smiles": "CNC(=O)CCC=O",
  "lumo_energy_ev": 0.66,
  "symbols": ["C", "N", "C", "O", "C", "C", "C", "O", "H", "H", "H", "H", "H", "H", "H", "H", "H"],
  "xyz": [[-0.6634, -0.8698, -1.9372], [0.6489, -0.5038, -1.4703], [0.9617, 0.5085, -0.5796], [2.1151, 0.8517, -0.4725], [-0.2241, 1.2631, 0.0527], [-1.3330, 0.5653, 0.9149], [-0.7569, -0.7321, 1.4095], [-0.3858, -0.9645, 2.5321], [-1.4629, -0.0719, -1.9743], [-0.7964, -1.1616, -3.0193], [-1.1251, -1.6089, -1.2596], [1.4833, -1.0097, -1.8067], [0.3878, 1.7412, 0.8783], [-0.5062, 2.0604, -0.6326], [-1.9079, 1.2972, 1.4680], [-2.1058, 0.2529, 0.2067], [-0.5240, -1.4820, 0.6284]],
  "forces_ev_per_angstrom": [[-2.25, 0.13, -0.56], [0.60, 0.02, -0.29], [-1.13, -0.67, -1.92], [0.07, 0.15, 0.81], [2.19, 0.69, 2.85], [-0.60, -0.46, -3.20], [0.74, 0.29, 1.24], [-0.38, 0.09, -0.03], [1.37, 0.01, 0.61], [1.11, -0.30, 1.15], [0.14, -0.22, -0.67], [-0.93, 0.50, 0.09], [-0.69, 0.20, -1.00], [-0.48, -0.17, 0.04], [0.72, -0.13, 1.16], [-0.13, -0.30, -0.21], [-0.35, 0.18, -0.05]],
  "nbo_charge": [-0.440, -0.647, 0.684, -0.593, -0.522, -0.513, 0.427, -0.501, 0.210, 0.227, 0.184, 0.412, 0.250, 0.247, 0.247, 0.210, 0.117]
}

=====

For reference, maximum force by record: 6.617; 1.352; 9.269; 3.646; 2.896; 3.662 eV/A.
For reference, ΔE to the lowest compared entry with this formula, charge and spin by record: 131.2; 151.3; 166.9; 50.4; 92.5; 40.6 kcal per mole.
For reference, electronic energy by record: -400.9677; -400.9356; -400.9108; -401.0964; -401.0293; -401.1121 Eh.